Below is a 2-piece molecular cluster, C19H24F3NO6S2 overall at a distorted geometry, with properties calculated with ωB97M-V with the def2-TZVPD basis set.

Cartesian coordinates (Å):
C 2.91 0.61 3.48
C 2.68 0.18 2.38
C 2.41 -0.16 0.92
C 3.26 0.82 0.09
C 4.42 0.44 -0.65
C 5.14 1.42 -1.33
N 4.77 2.72 -1.33
C 3.65 3.10 -0.68
C 2.85 2.20 0.06
S 1.40 2.84 0.88
C 0.86 4.22 -0.22
C -0.66 4.42 -0.24
O -1.13 5.17 -1.06
O -1.48 3.79 0.64
C -2.82 3.60 0.10
C -3.41 2.40 0.92
C -2.75 1.12 0.33
O -4.83 2.43 0.63
C -5.47 1.27 1.07
O -5.31 0.85 2.18
C -6.36 0.54 0.02
S -5.46 -0.97 -0.52
H 3.42 1.13 4.29
H 1.35 0.04 0.71
H 2.73 -1.20 0.69
H 4.74 -0.61 -0.63
H 6.04 1.14 -1.90
H 5.30 3.43 -1.84
H 3.40 4.17 -0.71
H 1.18 3.95 -1.25
H 1.41 5.13 0.08
H -2.79 3.26 -0.95
H -3.43 4.52 0.20
H -3.20 2.52 2.01
H -1.66 1.34 0.23
H -2.86 0.23 0.97
H -3.11 0.94 -0.70
H -7.34 0.29 0.45
H -6.50 1.18 -0.87
H -4.67 -0.58 -1.57
C 1.50 -6.38 0.27
C 0.78 -6.29 -1.07
O -0.28 -5.35 -1.09
C 0.04 -3.94 -1.28
O 0.81 -3.73 -2.31
C 0.58 -3.26 0.02
F -0.03 -3.72 1.13
F 0.33 -1.92 0.00
F 1.91 -3.39 0.24
H 0.80 -6.32 1.10
H 2.05 -7.33 0.34
H 2.23 -5.58 0.38
H 0.30 -7.26 -1.25
H 1.48 -6.14 -1.89
H -0.99 -3.51 -1.33

Computed properties:
Calculated total energy in a.u.: -2340.3482
HOMO-LUMO gap in eV: 3.3
HOMO in eV: -5.74
Energy relative to the best compared isomer or geometry (same formula, charge and spin) in kcal/mol: 33.1
Largest force on an atom in eV/A: 2.0